Molecular formula: C30H90N16O8P5Sr
Method: DFT, ωB97M-V/def2-TZVPD

- Multiplicity: 2
- ⟨S²⟩: 0.75
- Energy: -4412.5109 a.u.
- Frontier orbital gap (alpha / beta): 3.04 / 8.52 eV
- E_HOMO (alpha / beta): -2.5292 / -8.0332 eV

CARTESIAN COORDINATES (ANGSTROEM)
Sr 2.145 -5.698 -4.888
N 2.210 -3.568 -2.611
O 2.241 -4.788 -2.320
O 2.335 -2.796 -1.699
O 2.157 -3.288 -3.780
O 2.938 2.410 -5.038
P 2.412 2.958 -3.737
N 1.179 4.139 -3.952
C -0.225 3.758 -3.773
C 1.328 5.363 -4.764
N 3.557 3.932 -2.849
C 3.141 4.798 -1.723
C 4.888 3.811 -3.173
N 1.801 1.846 -2.701
C 1.378 2.150 -1.363
C 1.454 0.496 -3.167
H -0.796 4.604 -3.390
H -0.389 2.982 -3.025
H -0.690 3.484 -4.720
H 1.208 5.147 -5.826
H 2.348 5.741 -4.698
H 0.586 6.082 -4.417
H 3.752 4.577 -0.848
H 3.473 5.765 -2.101
H 2.054 4.818 -1.638
H 5.058 4.103 -4.209
H 5.519 4.493 -2.603
H 5.254 2.794 -3.029
H 0.427 1.632 -1.242
H 2.180 1.858 -0.685
H 1.111 3.205 -1.308
H 2.329 0.014 -3.602
H 0.672 0.411 -3.922
H 1.441 -0.181 -2.313
O 1.463 -1.967 4.436
P 2.914 -1.806 4.221
N 3.664 -0.537 5.048
C 4.804 0.397 4.563
C 3.099 0.034 6.188
N 3.389 -1.487 2.612
C 2.753 -0.338 1.912
C 3.720 -2.646 1.702
N 3.784 -3.209 4.691
C 3.318 -4.658 4.522
C 5.199 -3.188 4.774
H 4.326 1.271 4.122
H 5.534 -0.057 3.892
H 5.170 1.005 5.389
H 2.824 -0.801 6.832
H 2.159 0.540 5.967
H 3.846 0.636 6.705
H 2.403 -0.608 0.916
H 1.910 0.105 2.443
H 3.493 0.461 1.866
H 2.986 -3.424 1.915
H 3.769 -2.296 0.671
H 4.719 -3.012 1.938
H 3.779 -5.338 5.239
H 2.264 -4.818 4.748
H 3.497 -4.930 3.482
H 5.579 -3.403 3.776
H 5.679 -3.894 5.452
H 5.611 -2.237 5.109
O -0.180 -5.338 -4.255
P -1.606 -5.186 -3.821
N -1.991 -6.365 -2.547
C -0.928 -7.392 -2.296
C -3.358 -6.508 -1.886
N -2.833 -5.591 -5.008
C -4.323 -5.474 -4.653
C -2.425 -6.372 -6.187
N -2.130 -3.775 -3.148
C -2.475 -2.738 -4.141
C -1.412 -3.284 -1.975
H -1.358 -8.322 -1.924
H -0.066 -6.980 -1.772
H -0.400 -7.648 -3.214
H -3.859 -5.596 -1.562
H -3.038 -6.965 -0.949
H -4.000 -7.108 -2.531
H -4.536 -4.992 -3.699
H -4.888 -5.015 -5.464
H -4.781 -6.438 -4.433
H -3.278 -6.443 -6.861
H -1.765 -5.796 -6.836
H -1.812 -7.219 -5.879
H -2.031 -2.970 -5.109
H -3.547 -2.752 -4.338
H -2.161 -1.810 -3.664
H -0.491 -3.824 -1.756
H -2.090 -3.221 -1.125
H -1.115 -2.246 -2.127
O 2.322 -4.128 -6.969
P 2.117 -3.144 -8.103
N 2.197 -1.574 -7.450
C 1.151 -1.235 -6.431
C 3.467 -1.104 -6.976
N 0.597 -3.079 -8.907
C -0.593 -3.948 -8.478
C 0.320 -1.960 -9.820
N 3.231 -3.354 -9.437
C 3.246 -4.698 -10.144
C 3.893 -2.310 -10.254
H 1.220 -0.223 -6.030
H 1.279 -1.916 -5.590
H 0.205 -1.582 -6.848
H 3.675 -1.391 -5.945
H 3.554 -0.026 -7.112
H 4.233 -1.659 -7.518
H -0.822 -3.934 -7.412
H -1.542 -3.656 -8.927
H -0.291 -4.974 -8.690
H -0.269 -2.237 -10.695
H -0.406 -1.338 -9.296
H 1.143 -1.246 -9.840
H 2.624 -4.642 -11.038
H 4.222 -4.848 -10.604
H 2.839 -5.529 -9.568
H 3.799 -1.339 -9.769
H 3.304 -2.075 -11.141
H 4.846 -2.812 -10.417
O 4.548 -5.771 -4.464
P 5.791 -5.496 -3.663
N 5.790 -6.220 -2.091
C 6.399 -5.679 -0.850
C 4.912 -7.372 -1.773
N 6.139 -3.858 -3.370
C 5.319 -2.980 -2.412
C 6.631 -3.140 -4.528
N 7.242 -6.040 -4.362
C 8.642 -5.917 -3.788
C 7.225 -6.233 -5.797
H 7.062 -4.826 -0.997
H 7.155 -6.315 -0.390
H 5.665 -5.298 -0.140
H 3.992 -7.288 -2.352
H 4.610 -7.313 -0.727
H 5.425 -8.276 -2.102
H 5.960 -2.182 -2.037
H 4.513 -2.395 -2.854
H 4.909 -3.674 -1.678
H 7.631 -3.513 -4.750
H 6.010 -3.496 -5.350
H 6.798 -2.069 -4.413
H 8.594 -6.635 -2.969
H 9.388 -6.321 -4.473
H 8.904 -4.973 -3.312
H 8.065 -5.721 -6.267
H 6.288 -5.826 -6.178
H 7.115 -7.310 -5.922

These are the Mulliken partial charges, in e, on atoms 1 to 5: Sr 0.462; N 0.743; O -0.812; O -0.560; O -0.623